## i
A cluster of 11 separate species, C44H121N11O11 in total. Source: the OMol25 dataset; level of theory: wB97M-V/def2-TZVPD.

Positions of all 187 atoms, in Å:
H -3.240 -5.212 1.520
C 5.007 -5.694 3.828
C 3.872 3.496 1.872
H -1.210 0.788 -1.597
H 5.408 -7.700 4.830
H 2.255 1.925 -8.972
C -3.007 1.820 5.479
H -0.815 -3.971 -2.631
C 4.919 1.618 -4.633
N -3.959 -3.650 -0.291
H -4.342 4.196 -1.420
H 8.798 -0.876 -0.787
H 6.364 3.303 -2.183
H 4.540 3.951 1.140
H -1.815 3.357 -2.878
H 1.593 -1.670 -5.079
H 8.700 -0.209 0.829
C -3.362 4.400 -0.987
C 1.480 1.216 -8.678
H -4.674 6.967 0.919
H -0.821 2.657 3.336
C 3.780 2.640 -2.630
H 3.529 0.017 -1.979
C -3.603 5.196 0.304
C -6.802 0.253 0.243
N -2.974 1.417 7.866
H 3.996 3.463 -1.948
H 1.548 3.436 -1.564
H 0.235 -0.733 -7.304
O 1.871 -6.172 -0.822
C -3.129 0.511 0.141
C -3.352 -4.239 2.000
H -5.919 0.282 -2.178
H 3.749 -4.422 4.973
C 2.375 -4.506 -3.255
H -0.758 4.213 4.188
H 1.917 3.512 3.480
N -0.782 -0.423 -4.703
C -8.300 3.945 -1.535
O -1.730 0.921 0.400
H 2.839 -3.546 -3.030
H 4.680 0.639 -4.217
C 4.652 -1.104 -0.705
H -1.329 -1.519 -0.588
H 2.777 -1.307 -1.485
H -9.083 3.990 -0.778
H 0.537 -5.647 -2.947
C 1.552 -0.648 -4.703
H -3.419 -0.284 0.828
H 2.395 -2.721 3.861
H 5.097 3.636 -4.005
H -5.835 0.160 0.738
C -4.439 6.439 -0.005
H 0.505 1.235 -4.972
H 3.870 -1.738 4.182
O 2.592 2.993 -3.376
H 1.716 -4.161 -0.591
C 4.598 -4.258 4.310
C -6.758 2.749 -0.060
C 8.301 -0.117 -0.181
H 1.433 2.257 2.359
N -2.369 5.776 0.797
H -1.770 4.754 -3.840
H 6.281 -6.300 5.369
H 4.204 1.829 -5.428
C 1.003 -4.756 -2.526
H -6.019 -3.098 2.217
H 4.509 -6.507 5.758
C 0.308 4.084 2.233
H 3.579 -2.845 0.179
H -8.479 3.033 -2.105
C 6.081 -0.579 -1.114
C 1.131 -4.979 -1.011
H -1.935 6.317 0.063
H 1.107 -0.578 1.090
H -5.798 2.868 0.441
H -4.057 -2.309 1.333
H 5.979 -4.882 2.271
C 3.354 -2.381 3.469
C -6.878 1.346 -0.702
C 0.385 0.204 -5.302
H -2.898 0.543 7.365
H 4.205 -0.487 0.074
H 5.407 -3.698 4.778
H -6.107 1.874 -2.419
H 0.581 2.991 -3.011
H 1.696 -0.606 -3.624
H -4.320 -4.531 -0.628
H -0.890 -1.409 -4.894
H 3.201 -1.821 2.546
H 0.139 -3.392 -3.764
O 1.540 1.031 -7.287
N 0.633 -1.243 -1.421
H -2.963 -3.605 -0.454
C -0.811 0.574 -0.605
N -0.142 3.872 0.867
H -7.001 -0.701 -0.245
C -3.580 3.629 7.143
C 4.990 2.651 -3.550
H 0.830 -6.805 0.946
H -5.382 6.204 -0.499
H -3.809 1.333 0.366
H -7.532 0.392 1.039
N 0.112 -3.597 -2.775
O 6.876 -0.427 0.055
H -3.920 3.885 8.147
C 1.802 -6.640 0.482
H -2.529 3.917 7.153
H 4.268 -6.081 3.126
H -0.582 0.761 -7.073
H -4.660 1.860 6.729
C 5.302 -6.632 5.021
N 6.174 2.490 -2.751
C -3.609 2.132 6.831
H -1.846 4.064 2.867
H -1.190 -3.708 3.758
H -3.360 3.983 -3.611
N 3.682 -0.960 -1.772
H 3.173 -5.192 -2.972
H -1.506 -5.244 2.999
H 0.464 5.155 2.363
H 2.480 -0.149 -4.985
C -2.413 4.232 -3.132
H -6.413 -3.127 0.498
H 6.628 -1.252 -1.775
H 2.460 -7.507 0.529
H 0.320 -0.839 -2.292
H -0.483 -0.968 1.735
H 0.538 -2.223 -1.648
H 1.643 0.342 -9.309
C -1.161 -4.229 2.801
H 8.548 0.851 -0.616
H -2.379 -1.070 4.015
H -2.784 3.516 -0.716
H -1.777 4.958 0.820
H -5.909 -4.625 1.094
H 2.259 -4.494 -4.339
C 1.599 3.330 2.454
H -7.899 1.269 -1.077
H 2.180 -5.886 1.173
C -5.765 -3.557 1.261
H 3.664 1.671 -2.145
H 4.167 3.992 2.797
H -0.576 2.960 0.860
H 4.975 -3.313 -0.738
H -8.322 4.821 -2.184
C 0.348 0.245 -6.837
O -2.559 5.117 -1.960
H -2.054 1.785 8.061
H 0.069 1.211 -0.522
H -3.935 7.115 -0.696
H 0.144 -5.004 -0.549
O -2.936 0.441 5.283
H 1.452 1.767 -2.220
H -1.976 2.174 5.479
H 6.944 2.367 -3.393
H -1.563 -0.071 -5.238
C -0.439 -0.903 -0.460
H -3.462 2.399 4.675
O -7.031 3.833 -0.921
H 0.443 -2.253 1.041
C -2.351 0.018 4.067
H 6.008 0.282 -1.779
H 5.911 1.516 -5.072
C 4.586 -2.528 -0.090
H -7.577 2.822 0.655
H -1.285 0.243 4.095
N 6.218 -5.467 3.058
H 4.041 2.423 1.967
O 2.544 3.868 1.578
H 0.761 3.797 0.422
H 0.486 1.601 -8.908
H -3.316 0.194 -0.885
H 5.197 -2.581 0.811
N -5.853 1.183 -1.728
H -3.706 -4.433 3.013
C 0.220 -1.192 0.933
H -3.985 4.264 6.356
O -2.038 -3.706 1.881
C -4.248 -3.360 1.118
H 6.518 -6.362 2.699
H -4.119 4.521 0.986
O 4.175 -3.504 3.198
C -0.864 3.739 3.212
H -2.804 0.499 3.200
H -0.132 -4.216 2.443
C 1.512 2.827 -2.467

The structure (SMILES) is COC[C@H](C)N.COC[C@H](C)N.COC[C@H](C)N.COC[C@H](C)N.COC[C@H](C)N.COC[C@H](C)N.COC[C@H](C)N.COC[C@H](C)N.COC[C@H](C)N.COC[C@H](C)N.COC[C@H](C)N. The multiplicity is 1. The calculation puts the molar mass at 980.518 g mol⁻¹. As for the total charge: 0. The gap between HOMO and LUMO is 8.702 eV.



## ii
A cluster of 11 separate species, C44H121N11O11 in total. Source: the OMol25 dataset; level of theory: wB97M-V/def2-TZVPD.

Positions of all 187 atoms, in Å:
H 4.404 -7.024 -0.081
H 1.778 -2.729 3.863
H 7.638 5.484 -0.357
H 2.755 -6.931 -0.665
O -0.005 -1.687 -0.495
H -3.198 5.849 -3.627
H -4.854 4.015 -4.503
H 6.238 6.545 -0.350
H 5.990 2.536 -0.818
H -0.057 4.456 -3.739
H 0.584 -3.508 0.441
H -3.106 2.168 2.379
H 0.838 7.909 1.599
C -1.329 4.285 -6.271
H 3.216 -2.271 5.670
O -4.010 5.395 -0.146
H -7.023 -3.979 -1.548
C 0.315 0.271 -2.430
H -1.837 -2.022 4.176
H -4.115 0.868 1.779
H 0.739 2.416 -6.340
H 0.137 -1.242 5.455
H -0.210 -3.797 4.713
H -1.501 2.278 -7.075
H 3.561 1.523 -2.209
H 0.065 -2.253 1.485
O -5.280 -1.755 -1.830
H -2.430 -4.499 3.597
H -0.485 6.766 1.484
H -5.275 -0.292 -0.226
H 2.668 3.039 -2.588
H -2.724 0.895 4.726
C -3.399 3.124 -7.528
C 6.595 5.561 -0.048
H 6.621 5.617 1.040
N -4.417 -5.030 -3.261
H -5.950 3.464 -3.206
H -3.705 -3.103 -1.504
H 5.669 -3.029 1.841
H 0.140 0.812 -3.360
H -2.756 4.468 1.383
H -1.877 2.128 -4.794
C 0.404 5.498 -0.561
C 6.267 -2.692 0.994
H -4.205 -5.569 -2.434
C -2.666 0.003 4.102
C 1.894 -3.574 4.542
H -2.704 1.298 0.901
H -3.374 6.109 1.655
N -3.070 5.112 -2.948
H -7.689 -1.925 2.776
H -3.959 -2.262 2.050
H 1.723 -1.846 8.463
H 5.567 -5.058 -1.801
H -6.379 -4.232 4.067
H 1.777 7.049 -3.067
O -3.875 -4.385 2.137
H -4.321 4.619 1.778
H 0.995 6.363 2.279
H -4.462 2.823 -3.254
H 0.508 -5.070 3.641
H 4.712 0.088 0.046
C -2.150 3.031 -6.629
C -3.081 1.181 1.917
H 5.389 -8.751 -1.705
H 0.166 7.275 -2.653
H 4.815 4.258 0.223
O 1.304 -2.120 6.406
C -1.825 -1.117 4.785
H -1.843 -0.651 6.955
C -0.509 -0.415 -0.167
O 4.509 -0.479 1.862
O 4.853 2.885 -2.307
C 2.935 -4.944 0.734
C 6.794 -1.365 1.419
H -6.367 -5.610 -2.032
H -1.617 -0.228 -1.970
C -4.391 -3.100 2.598
N -6.393 -4.257 3.058
H 6.163 4.356 -2.536
H 5.788 -0.947 3.295
C 4.179 0.527 0.889
N 3.022 -4.310 3.995
O -2.270 0.253 2.730
H 0.385 4.514 -0.092
H 3.916 -6.267 -3.002
C 0.597 6.865 1.397
C -4.386 -2.712 -2.259
H 0.848 -0.518 7.537
H -1.795 -3.922 2.149
C -4.936 3.787 -3.441
H 1.865 -5.134 0.815
H -6.631 -1.895 4.087
H -1.751 -2.335 6.525
H 8.516 -0.848 2.232
H -5.607 -4.572 -0.767
C -2.593 -4.565 2.521
H 2.511 -0.665 7.305
C -4.316 4.296 -0.932
C 3.757 -6.525 -0.804
H -0.976 4.121 -2.482
H -1.185 2.182 -2.173
C 0.831 6.508 -3.051
C 0.823 5.276 -2.130
H -0.624 5.861 -0.552
H 4.428 1.587 0.941
O -0.253 4.027 -5.380
H 3.441 -5.454 1.555
H -0.562 2.335 -0.810
C -5.222 -3.928 -2.755
O 3.511 -5.173 -0.468
H 6.369 0.414 2.579
H 1.626 -2.115 0.660
C -4.608 -0.686 -0.992
H -3.669 -0.986 -0.525
C 5.879 -0.518 2.297
H 3.049 -3.879 0.933
H 3.904 -4.084 4.432
C -0.838 0.341 -1.463
H 1.791 4.778 -2.167
H 1.205 0.690 -1.961
H -3.225 -1.540 6.556
H -4.973 5.664 -2.366
C 0.586 -2.422 0.543
H 6.919 -3.468 0.594
C -5.868 -3.091 2.423
H 4.996 -8.495 -3.424
H -3.939 -2.244 -3.137
C 2.352 -2.907 5.861
H -3.606 3.479 -0.801
H -1.386 -0.591 0.456
H -5.234 3.829 -0.575
N 5.773 -6.031 -1.977
H 0.615 6.306 -4.101
C 0.985 3.353 -5.840
H -4.059 3.886 -7.115
H -3.944 2.182 -7.593
C -6.138 -4.592 -1.719
N 6.410 3.148 -0.134
H -6.333 -3.210 1.444
H -5.816 -5.059 2.848
N 7.918 -1.661 2.281
H -6.084 -0.986 2.645
H -3.658 -0.450 4.112
H 2.563 -3.637 6.643
C -4.375 4.754 -2.423
H 0.114 0.228 0.455
H 3.138 2.713 -0.988
H 1.676 3.196 -5.012
H 7.270 -0.828 0.598
H 7.338 3.356 -0.475
H -4.447 0.201 -1.604
H -3.158 3.343 -8.568
H -4.233 -2.962 3.667
H 8.389 -2.340 1.700
H -2.124 4.958 -5.951
H 0.624 -0.757 -2.620
N -0.474 -0.655 4.904
N -1.269 1.768 -1.256
C 1.637 -1.270 7.541
H 5.564 -2.509 0.182
H 6.193 -6.334 -1.109
C 5.632 4.390 -0.487
H -2.522 5.536 -2.214
H 3.003 -4.087 3.010
N -0.010 4.195 -2.764
H -5.823 -3.654 -3.622
C 3.481 2.593 -2.016
H -0.956 4.743 -7.186
H 3.811 -8.803 -2.278
C -3.581 5.150 1.179
H -2.335 -5.584 2.233
C 4.730 -8.231 -2.400
O 1.237 6.441 0.223
H 4.624 5.084 -2.322
C 5.243 4.264 -1.958
C 0.616 -4.491 4.558
C 4.489 -6.666 -2.165
H -5.096 -5.616 -3.726
C -2.196 -1.384 6.230
C -6.624 -1.865 2.997
N -2.629 2.422 -5.401
H 0.028 -0.615 4.028
H 0.426 -5.173 5.387
H -3.101 3.090 -4.807
H 3.113 0.451 0.674
H 1.400 4.139 -6.472

The structure (SMILES) is COC[C@H](C)N.COC[C@H](C)N.COC[C@H](C)N.COC[C@H](C)N.COC[C@H](C)N.COC[C@H](C)N.COC[C@H](C)N.COC[C@H](C)N.COC[C@H](C)N.COC[C@H](C)N.COC[C@H](C)N. The multiplicity is 1. The calculation puts the molar mass at 980.518 g mol⁻¹. As for the total charge: 0. The gap between HOMO and LUMO is 9.237 eV.



Which structure is the least stable? The one labeled ii.



## i
The molecule C6H11N3O2S. Source: the OMol25 dataset; level of theory: wB97M-V/def2-TZVPD.

Positions of all 23 atoms, in Å:
H 2.065 -0.069 0.245
H 2.148 -1.631 -0.896
O -0.380 -2.498 2.051
H 0.761 3.688 0.323
H 0.264 -2.578 -1.890
C -0.672 2.320 -0.676
H -1.358 -2.198 -1.105
N -1.051 1.030 -0.504
H 1.368 1.997 -0.291
H 1.769 -1.911 0.838
C 0.154 -1.031 -0.263
O -0.218 0.028 -1.111
N -0.887 -1.400 2.008
H -2.122 0.896 1.069
H -0.555 2.590 -1.782
C -1.074 0.678 0.849
C 0.601 2.677 0.235
C -0.305 -2.333 -0.936
H -0.097 -3.181 -0.299
C 1.627 -1.161 -0.009
H -1.565 3.040 -0.478
N -0.665 -0.746 0.896
S 0.193 1.791 1.726

The structure (SMILES) is CC1(C)ON2CCS[C@@H]2N1N=O. The multiplicity is 1. The calculation puts the molar mass at 189.240 g mol⁻¹. As for the total charge: 0. The gap between HOMO and LUMO is 9.722 eV.



## ii
A cluster of 2 separate species, C6H11N3O2S in total. Source: the OMol25 dataset; level of theory: wB97M-V/def2-TZVPD.

Positions of all 23 atoms, in Å:
N 0.506 2.075 0.223
N 0.832 2.439 -1.974
C -0.628 1.680 -0.436
O -0.172 -2.010 -0.633
H -2.069 -0.690 1.516
H -1.903 1.608 1.481
H 0.300 -2.230 0.134
H 0.739 0.139 1.277
H 2.902 -2.856 2.161
C -0.470 1.832 -1.801
H 2.223 3.127 -0.396
N -0.026 -0.509 1.689
S 1.918 -2.438 1.321
C -1.220 -1.213 -0.328
C -1.674 1.040 0.490
H 1.378 2.383 -2.748
H 2.437 -1.144 1.077
H -1.070 1.419 -2.640
H -2.638 1.008 -0.053
H -0.181 -0.197 2.551
C 1.313 2.609 -0.662
O -2.149 -1.157 -1.125
C -1.225 -0.323 0.905

The structure (SMILES) is N[C@@H](Cc1c[nH]cn1)C(=O)O.S. The multiplicity is 1. The calculation puts the molar mass at 189.240 g mol⁻¹. As for the total charge: 0. The gap between HOMO and LUMO is 9.328 eV.



Which structure is the least stable? The one labeled i.



## i
A cluster of 2 separate species, C2H4FNO in total. Source: the OMol25 dataset; level of theory: wB97M-V/def2-TZVPD.

Positions of all 9 atoms, in Å:
C 1.819 -0.208 0.262
C -2.107 0.360 -0.210
N -0.877 0.330 0.001
H -2.797 1.012 0.354
H 2.092 -1.237 0.395
H 1.754 0.385 1.081
O 0.029 -0.473 -0.469
H -2.445 -0.521 -0.761
F 2.532 0.352 -0.653

The multiplicity is 1. The calculation puts the molar mass at 77.058 g mol⁻¹. As for the total charge: 0. The gap between HOMO and LUMO (spin up / spin down) is 8.896 / 8.896 eV.



## ii
A cluster of 2 separate species, C2H4FNO in total. Source: the OMol25 dataset; level of theory: wB97M-V/def2-TZVPD.

Positions of all 9 atoms, in Å:
O -2.181 2.083 0.839
H -0.384 -0.671 0.213
H -0.298 -1.571 -1.377
C -1.601 2.346 -0.152
C 0.266 -0.959 -0.530
H 1.035 -1.707 -0.209
F 1.766 0.298 -1.892
N 0.846 0.317 -0.808
H -1.607 1.940 -1.143

The multiplicity is 1. The calculation puts the molar mass at 77.058 g mol⁻¹. As for the total charge: 0. The gap between HOMO and LUMO (spin up / spin down) is 10.824 / 7.193 eV.



## iii
The molecule C2H4FNO. Source: the OMol25 dataset; level of theory: wB97M-V/def2-TZVPD.

Positions of all 9 atoms, in Å:
C -1.346 0.314 0.013
H 0.092 -1.376 0.546
N 1.085 0.314 -0.188
O 2.195 -0.519 -0.147
C 0.052 -0.271 0.198
H 3.068 0.106 -0.218
F -2.263 -0.614 -0.259
H -1.249 1.084 -0.776
H -1.633 0.961 0.830

The structure (SMILES) is O/N=C/CF. The multiplicity is 1. The calculation puts the molar mass at 77.058 g mol⁻¹. As for the total charge: 0. The gap between HOMO and LUMO is 10.962 eV.



Which structure is the least stable? The one labeled ii.



## i
The ion C2H5N4 with charge +1. Source: the OMol25 dataset; level of theory: wB97M-V/def2-TZVPD.

Positions of all 11 atoms, in Å:
H -1.043 -0.667 0.922
H 0.787 1.288 0.453
N 0.227 -1.352 -1.675
N 0.097 0.850 -0.109
N -1.220 1.150 -2.104
H 0.812 -0.572 1.430
C 0.047 -0.434 0.627
H 0.422 -0.580 -1.835
H 0.191 -2.575 -0.249
C -0.772 1.211 -1.054
N 0.243 -1.613 -0.460

The structure (SMILES) is [H]/N=[NH+]\CNC#N. The multiplicity is 1. The calculation puts the molar mass at 85.090 g mol⁻¹. As for the total charge: +1. The gap between HOMO and LUMO is 8.556 eV.



## ii
A structure of composition C2H5N4. Source: the OMol25 dataset; level of theory: wB97M-V/def2-TZVPD.

Positions of all 11 atoms, in Å:
C -0.400 0.719 0.611
H 0.438 -2.384 0.104
N -0.082 1.417 -1.555
H -0.662 0.722 1.729
N 0.629 -0.260 -1.107
N 0.328 -1.613 0.738
H -1.147 2.512 -0.117
C -0.583 1.675 -0.445
H 1.388 -0.794 -1.657
H -0.173 -1.595 1.618
N 0.263 -0.397 0.080

The multiplicity is 1. The calculation puts the molar mass at 85.090 g mol⁻¹. As for the total charge: +1. The gap between HOMO and LUMO is 8.999 eV.



## iii
The ion C2H5N4 with charge +1. Source: the OMol25 dataset; level of theory: wB97M-V/def2-TZVPD.

Positions of all 11 atoms, in Å:
H 1.315 2.605 1.358
H 1.147 1.150 2.209
N 0.304 0.134 -0.411
N 0.667 -0.728 -1.330
C 0.535 0.906 0.437
C 0.662 1.740 1.580
N -1.187 -2.030 -1.364
N 0.005 -1.677 -1.783
H -0.267 2.055 2.050
H -1.666 -1.295 -0.892
H -1.515 -2.860 -1.854

The structure (SMILES) is CC#[N+]/N=N\N. The multiplicity is 1. The calculation puts the molar mass at 85.090 g mol⁻¹. As for the total charge: +1. The gap between HOMO and LUMO is 10.107 eV.



Which structure is the least stable? The one labeled i.